# C5H7I

A 2-piece molecular cluster, C5H7I overall in a non-equilibrium geometry (the ωB97M-V functional and the def2-TZVPD basis, the OMol25 dataset).

XYZ file:
```
13
Properties=species:S:1:pos:R:3:forces:R:3
C 1.072 -0.448 -0.354 0.9606 -0.8425 1.1829
C 1.805 -0.874 0.505 -1.1131 0.5995 -1.7635
C -0.850 0.670 1.508 4.0853 -2.0777 9.4064
C -1.422 0.890 0.360 -5.0741 1.6335 -10.4189
C 2.661 -1.338 1.534 0.0567 -0.6547 1.8393
I -3.015 -0.203 -0.417 0.4678 0.2585 0.6493
H 0.282 -0.215 -0.989 -0.5801 0.4171 -0.8634
H -0.962 -0.244 2.085 -0.0547 0.0754 -0.2716
H 0.008 1.246 1.784 0.2107 0.3796 0.1963
H -1.306 1.747 -0.304 0.2217 -0.1753 0.5961
H 3.473 -1.965 1.195 0.1503 -0.1727 -0.3416
H 2.053 -1.963 2.259 0.7961 0.8895 -0.5412
H 3.116 -0.463 2.014 -0.1271 -0.3299 0.3301
```
Positions in Å, forces in eV/Å.

Values from the calculation:
highest occupied orbital energy (alpha / beta)	-5.409 / -9.766	eV
gap between HOMO and LUMO (alpha / beta)	6.0 / 7.3	eV
2S+1	3
energy relative to the best compared isomer or geometry (same formula, charge and spin)	59.2	kcal/mol
E_LUMO (alpha / beta)	0.57 / -2.48	eV
electronic energy	-492.13220	a.u.

Atomic partial charges in e from the natural (NBO) method, atoms 1 to 4: C -0.265; C 0.034; C -0.432; C -0.380